1.
C17H21N4O2ReS as an isolated structure. Source: the OMol25 dataset; level of theory: ωB97M-V/def2-TZVPD.

Output
Charge: +3
Spin multiplicity: 4
HOMO level (spin up / spin down): -17.67 / -17.74 eV
Kohn-Sham gap (spin up / spin down): 6.84 / 6.28 eV
⟨S²⟩: 3.767
Max |F|: 0.0091 hartree/bohr

XYZ file:
```
46
C17H21N4O2ReS (ωB97M-V/def2-TZVPD)
Re -0.48572 -0.62183 0.09254
O -1.34585 0.17331 -1.35142
C -2.45500 -0.00732 -2.12488
C -2.66045 0.84812 -3.19424
C -3.78290 0.66932 -3.98527
C -4.69327 -0.34939 -3.70743
C -4.48889 -1.18740 -2.63239
C -3.36097 -1.03131 -1.81200
C -3.13895 -1.85464 -0.65674
N -2.07031 -1.78215 0.19948
C -2.25322 -2.76473 1.18758
C -3.41071 -3.39659 0.93484
N -3.93758 -2.81930 -0.20342
H -1.95244 1.64087 -3.39399
H -3.95480 1.32977 -4.82435
H -5.56546 -0.47933 -4.33259
H -5.21703 -1.96410 -2.43662
H -1.54462 -2.91275 1.98395
H -3.91139 -4.19424 1.45718
H -4.81490 -3.08835 -0.62807
O 0.53018 -0.36981 1.78454
S 0.37793 -0.05830 3.34346
C 2.06853 -0.33529 3.96659
C 2.48578 0.97831 4.62547
C 1.95054 2.09138 3.73186
C 0.48406 1.75212 3.49076
H 2.65292 -0.54376 3.06769
H 2.05865 -1.20426 4.62127
H 3.57047 1.00350 4.72289
H 2.06773 1.05236 5.63077
H 2.49737 2.13510 2.78854
H 2.02775 3.06866 4.20625
H 0.02099 2.18079 2.60171
H -0.14562 1.98758 4.35235
C 1.30561 -0.96830 -2.92250
C 1.72339 -1.70208 -1.70243
N 1.16315 -1.64501 -0.46894
C 1.87012 -2.53497 0.35303
C 2.83547 -3.11141 -0.38584
N 2.72860 -2.56591 -1.64992
H 0.82665 -0.02346 -2.67687
H 0.60764 -1.57364 -3.50519
H 2.17184 -0.75809 -3.54840
H 1.61471 -2.68162 1.38581
H 3.58264 -3.84548 -0.13701
H 3.32901 -2.78762 -2.43491
```

2.
An isolated molecule of C26H31N5O4. Source: the OMol25 dataset; level of theory: ωB97M-V/def2-TZVPD.

Output
Spin multiplicity: 1
HOMO level: -7.57 eV
SMILES string: CCCn1c(N)c([C@H](c2ccc(C(=O)OC)cc2)N2CCN(c3ccccc3)CC2)c(=O)[nH]c1=O
Kohn-Sham gap: 8.03 eV
Max |F|: 0.0103 hartree/bohr

XYZ file:
```
66
C26H31N5O4 (ωB97M-V/def2-TZVPD)
C -6.59361 -0.96305 1.09610
C -5.81220 -2.05457 0.37517
C -5.11846 -1.51682 -0.87978
N -4.16914 -0.45436 -0.58635
C -2.95507 -0.71026 0.01640
N -2.68569 -1.99842 0.35195
C -2.08581 0.30936 0.32864
C -0.71282 0.10936 0.96391
C 0.22422 1.24182 0.58538
C 0.33656 1.69186 -0.72766
C 1.24130 2.67884 -1.05683
C 2.05999 3.23860 -0.07827
C 3.01624 4.29379 -0.47976
O 3.19016 4.66290 -1.61634
O 3.68899 4.80754 0.56411
C 4.61690 5.83378 0.25273
C 1.94541 2.80292 1.23810
C 1.03649 1.81387 1.55876
N -0.15348 -1.22146 0.69578
C 0.30056 -1.51892 -0.65575
C 1.78824 -1.21948 -0.92054
N 2.61754 -1.87696 0.06824
C 3.07093 -3.17159 -0.14174
C 3.14517 -4.12401 0.88074
C 3.66787 -5.38230 0.64756
C 4.12675 -5.73986 -0.60668
C 4.07022 -4.80503 -1.62729
C 3.55877 -3.54448 -1.40133
C 2.23846 -1.42149 1.38806
C 0.76893 -1.75679 1.68534
C -2.53847 1.67051 0.23556
O -1.98622 2.66118 0.67426
N -3.75932 1.81668 -0.42853
C -4.59420 0.83618 -0.86967
O -5.62648 1.07008 -1.45662
H -7.29326 -0.48255 0.41696
H -5.92060 -0.20214 1.48522
H -7.14930 -1.38440 1.92993
H -5.07869 -2.48459 1.05928
H -6.49326 -2.84830 0.06261
H -4.62055 -2.32040 -1.43161
H -5.86626 -1.06553 -1.53694
H -3.11154 -2.74177 -0.17349
H -1.72009 -2.12090 0.65546
H -0.85214 0.15159 2.05347
H -0.30640 1.28526 -1.49464
H 1.32783 3.03840 -2.07100
H 5.05754 6.14334 1.19705
H 4.10834 6.67274 -0.22705
H 5.38621 5.45784 -0.42549
H 2.56514 3.24500 2.00222
H 0.94222 1.49331 2.58701
H 0.15343 -2.59721 -0.81453
H -0.32529 -0.97915 -1.36628
H 1.98046 -0.14455 -0.86630
H 2.03506 -1.56308 -1.92289
H 2.79106 -3.89768 1.87434
H 3.70692 -6.09353 1.46041
H 4.52760 -6.72562 -0.78560
H 4.43834 -5.05693 -2.61144
H 3.56241 -2.83124 -2.21123
H 2.37724 -0.33531 1.40696
H 2.89446 -1.85860 2.14016
H 0.65288 -2.84851 1.67146
H 0.48761 -1.39512 2.67542
H -4.08225 2.76872 -0.55758
```

3.
C18H31Cl2N4O3STi as an isolated structure in a non-equilibrium geometry. Source: the OMol25 dataset; level of theory: ωB97M-V/def2-TZVPD.

Output
Spin multiplicity: 2
HOMO level (spin up / spin down): -6.97 / -7.19 eV
Kohn-Sham gap (spin up / spin down): 7.29 / 6.90 eV
⟨S²⟩: 0.763
Max |F|: 0.0902 hartree/bohr

XYZ file:
```
60
C18H31Cl2N4O3STi (ωB97M-V/def2-TZVPD)
O -0.78463 0.99172 -0.82944
C 0.22926 1.78703 -0.60470
C 1.06099 2.18870 -1.80383
C 1.42678 1.26741 -2.77985
H 1.33067 0.20634 -2.56316
C 1.83699 1.71655 -4.03615
H 2.08649 0.95942 -4.78014
C 1.97925 3.07265 -4.31525
H 2.34185 3.40340 -5.29657
C 1.69904 3.98979 -3.29448
H 1.86512 5.04727 -3.47473
C 1.25632 3.53761 -2.04765
H 1.00077 4.25319 -1.25509
H -0.13314 2.75280 -0.19921
C 0.93670 1.90252 2.08485
C 1.26924 1.27761 0.75461
H 1.56916 2.79000 2.33002
H 1.06032 1.15283 2.90903
H -0.09602 2.27375 2.12333
C 2.57208 0.86880 0.46337
C 3.72113 1.22463 1.36143
H 2.89620 0.62766 -0.55680
H 4.13752 2.20503 1.05738
H 4.55068 0.49195 1.36076
H 3.35815 1.32115 2.39272
Ti 0.91951 -0.56566 1.16659
Cl 1.63995 -1.46490 -0.80758
Cl 2.08814 -1.34531 2.80879
H -2.49034 -0.90018 -4.54729
H -1.87814 -3.10323 -3.65893
C -1.76662 -0.43394 -3.86009
C -1.15286 -2.65132 -2.96180
N -1.53403 -1.27422 -2.69812
H -2.16626 0.52471 -3.51663
C -2.04833 -0.91897 -1.48215
O -1.89781 -1.54075 -0.43149
H -1.12187 -3.21451 -2.02523
H -2.66463 0.00603 -1.54513
H -0.83642 -0.26330 -4.41972
H -0.16598 -2.67253 -3.44630
H -3.00304 -0.89142 4.60536
H -4.94236 0.29604 3.22151
C -2.42610 -0.02187 4.27005
C -4.17551 0.98788 2.85058
N -2.85822 0.36087 2.92289
H -1.36004 -0.27414 4.29423
C -2.08632 0.24624 1.84967
O -0.88433 -0.16940 1.90462
H -4.38939 1.24760 1.81209
H -2.52757 0.51851 0.87827
H -2.63027 0.81588 4.94438
H -4.19946 1.89980 3.46437
N 1.75578 -4.50550 1.11337
C 0.60790 -4.30627 1.75898
N 0.35605 -5.09705 2.83696
S -0.49493 -3.13534 1.20025
H 2.39227 -5.25391 1.38044
H 2.01876 -3.86082 0.38189
H -0.41255 -4.84535 3.42448
H 1.16412 -5.50348 3.31024
```

4.
An isolated molecule of C18H18N6OS in a non-equilibrium geometry. Source: the OMol25 dataset; level of theory: ωB97M-V/def2-TZVPD.

Output
Spin multiplicity: 1
HOMO level: -8.37 eV
SMILES string: CC(C)Oc1ccc(-c2nnc(-n3cc4c(n3)CCNC4)s2)cc1C#N
Kohn-Sham gap: 7.85 eV
Max |F|: 0.0864 hartree/bohr

XYZ file:
```
44
C18H18N6OS (ωB97M-V/def2-TZVPD)
C 1.54040 5.81573 -3.76243
C 0.23108 6.05295 -2.90166
C -0.61610 7.30147 -3.52169
O -0.63479 4.89225 -2.90925
C -0.26331 3.76975 -2.21061
C -0.02915 2.63404 -2.94383
C 0.01886 1.35038 -2.47690
C -0.08119 1.13442 -1.07710
C 0.24662 -0.20545 -0.44676
N 0.26304 -1.29073 -1.27871
N 0.66711 -2.35873 -0.58237
C 0.72418 -2.19346 0.68303
N 0.67720 -3.32999 1.49626
C 0.64219 -4.60949 1.07911
C 0.25245 -5.34265 2.21826
C 0.19745 -4.36976 3.33982
N 0.48702 -3.17635 2.85448
C -0.52177 -4.79051 4.62490
C -0.74965 -6.41082 4.64778
N -1.06323 -6.96414 3.31766
C 0.01624 -6.88127 2.35365
S 0.50409 -0.55933 1.25705
C -0.49353 2.26755 -0.31369
C -0.47466 3.57787 -0.84045
C -0.64357 4.76057 0.02929
N -0.58065 5.71335 0.68789
H 1.23073 5.83844 -4.83446
H 2.27911 6.66178 -3.57281
H 2.12458 4.91255 -3.47609
H 0.59958 6.24725 -1.77467
H -0.00718 8.22191 -3.77596
H -1.36678 7.57531 -2.71959
H -1.20919 6.85348 -4.34258
H 0.11869 2.61729 -4.00225
H 0.10136 0.48678 -3.20698
H 0.84832 -4.82306 0.09902
H 0.04597 -4.41916 5.51803
H -1.53780 -4.31974 4.69989
H 0.16243 -6.99066 4.94155
H -1.54049 -6.58322 5.35499
H -1.89054 -6.61580 2.93466
H -0.44469 -7.25568 1.47121
H 0.97395 -7.27443 2.65026
H -0.80434 2.07927 0.71204
```

5.
An isolated ion of composition C4H7N4 and charge +1 in a non-equilibrium geometry. Source: the OMol25 dataset; level of theory: ωB97M-V/def2-TZVPD.

Output
Charge: +1
Spin multiplicity: 3
HOMO level (spin up / spin down): -11.04 / -15.78 eV
Kohn-Sham gap (spin up / spin down): 5.16 / 8.77 eV
⟨S²⟩: 2.011
Max |F|: 0.0955 hartree/bohr

XYZ file:
```
15
C4H7N4 (ωB97M-V/def2-TZVPD)
C 1.46991 0.50941 -1.04274
C 0.69810 0.06423 0.50442
C -0.77422 0.15400 -0.04432
C -1.69308 -1.14693 0.30935
N 1.28613 1.70733 2.22798
N 0.40799 0.51568 -1.83481
N -0.67261 0.30252 -1.40952
N 1.05396 0.92998 1.46153
H 1.81971 1.51906 -0.95394
H 2.39607 -0.06192 -1.37429
H 0.94451 -0.99505 0.72177
H -1.25399 1.00826 0.38387
H -1.11266 -2.04163 0.08987
H -2.67138 -1.33575 -0.34330
H -1.89846 -1.12918 1.30413
```

6.
An isolated molecule of C5H8O2 in a non-equilibrium geometry. Source: the OMol25 dataset; level of theory: ωB97M-V/def2-TZVPD.

Output
Spin multiplicity: 1
HOMO level: -9.16 eV
SMILES string: O=C1CC(CO)C1
Kohn-Sham gap: 9.84 eV
Max |F|: 0.0719 hartree/bohr

XYZ file:
```
15
C5H8O2 (ωB97M-V/def2-TZVPD)
O -1.47042 0.96806 -2.58014
C -0.81404 0.67825 -1.61638
C 0.18936 1.42816 -0.76252
C 0.64965 0.08754 -0.15920
C 0.69117 -0.15685 1.32479
O -0.22759 0.71889 1.94980
C -0.59704 -0.64027 -0.66159
H -0.34067 2.00954 -0.00012
H 0.92048 2.04622 -1.28334
H 1.56074 -0.30304 -0.62290
H 1.69951 0.03122 1.78476
H 0.17091 -1.23259 1.10960
H -0.19627 0.56237 2.90068
H -1.43884 -0.56746 0.03822
H -0.49206 -1.62742 -1.11919
```

7.
A 2-piece molecular cluster, C3H7BrSi overall in a non-equilibrium geometry. Source: the OMol25 dataset; level of theory: ωB97M-V/def2-TZVPD.

Output
Spin multiplicity: 1
HOMO level: -9.11 eV
Kohn-Sham gap: 9.09 eV
Max |F|: 0.0819 hartree/bohr

XYZ file:
```
12
C3H7BrSi (ωB97M-V/def2-TZVPD)
C -1.28050 1.77970 -0.92270
C -0.79627 0.94103 0.02143
C 1.72493 -1.26174 0.69786
Si -0.70893 -1.01647 0.07157
Br 2.79279 0.46674 0.49441
H -1.29541 2.85383 -0.75365
H -1.62421 1.41665 -1.87833
H -0.25728 1.62123 0.67428
H 2.28788 -1.98471 0.04498
H 1.68838 -1.60541 1.65742
H -1.83608 -1.32316 1.01324
H -0.69531 -1.88769 -1.12053
```

8.
A 7-piece molecular cluster, C31H57B3N6O7S overall. Source: the OMol25 dataset; level of theory: ωB97M-V/def2-TZVPD.

Output
Spin multiplicity: 1
HOMO level: -10.51 eV
SMILES string: CCCB1OB(COC(C)=O)OB(C[SH](=O)=O)O1.CCCC#N.CCCC#N.CCCC#N.CCCC#N.CCCC#N.CCCC#N
Kohn-Sham gap: 10.53 eV
Max |F|: 0.0149 hartree/bohr

XYZ file:
```
105
C31H57B3N6O7S (ωB97M-V/def2-TZVPD)
C 1.29226 1.20146 2.41231
C -0.00034 1.09366 3.21057
C -1.03305 0.15505 2.54827
B -1.89228 0.87615 1.47785
O -1.40672 1.97947 0.78668
B -2.16973 2.70560 -0.09114
C -1.56534 3.98272 -0.79662
O -1.96497 5.17401 -0.07522
C -1.51093 5.25235 1.21927
C -2.61230 5.60043 2.17842
O -0.36070 5.06877 1.50705
O -3.49617 2.33207 -0.29082
B -4.00955 1.49322 0.67131
C -5.44812 1.74409 1.27092
S -5.46400 1.46265 3.01424
O -4.69172 2.52619 3.60298
O -6.79449 1.16146 3.45814
O -3.20504 0.49589 1.16363
H 2.04269 1.77761 2.95579
H 1.69892 0.20835 2.20771
H 1.13220 1.69867 1.45355
H 0.22957 0.70478 4.20292
H -0.44347 2.08285 3.35862
H -0.49504 -0.66588 2.05524
H -1.68524 -0.29377 3.30183
H -1.93989 4.11040 -1.81195
H -0.47640 3.92100 -0.84570
H -3.08692 6.53655 1.88331
H -3.38073 4.82380 2.15866
H -2.21061 5.67375 3.18517
H -6.21099 1.09795 0.82873
H -5.75072 2.78597 1.15129
H -4.72417 0.33692 3.11431
C 4.74105 2.96168 7.59101
C 4.56780 3.29933 6.11650
C 3.09614 3.39021 5.69791
C 2.38399 2.12846 5.90241
N 1.82214 1.14013 6.05370
H 4.31386 1.98526 7.82363
H 5.79667 2.93712 7.86049
H 4.25072 3.70373 8.22420
H 5.06637 2.54910 5.49985
H 5.03903 4.25804 5.89362
H 3.00576 3.65511 4.64288
H 2.58166 4.16233 6.27397
C -0.69811 2.02389 -5.40208
C -0.90010 0.59602 -4.91656
C -1.20592 0.52162 -3.41437
C -0.11098 1.07326 -2.61159
N 0.74055 1.51576 -1.98307
H 0.15169 2.48889 -4.90078
H -0.49530 2.03876 -6.47228
H -1.58474 2.63574 -5.21772
H -0.00170 0.01390 -5.11931
H -1.72402 0.12854 -5.45896
H -1.35890 -0.51116 -3.09632
H -2.11635 1.07800 -3.17646
C 4.41004 -0.77837 -2.15072
C 4.98811 0.54117 -2.64255
C 3.89467 1.52099 -3.08595
C 3.08693 0.96940 -4.17239
N 2.45013 0.50133 -5.00450
H 3.85792 -1.28481 -2.94237
H 5.19643 -1.45522 -1.82117
H 3.72805 -0.62183 -1.31246
H 5.66749 0.36276 -3.47920
H 5.57363 1.01928 -1.85546
H 4.32032 2.46655 -3.42632
H 3.21185 1.74026 -2.26198
C 3.27043 -3.38822 -5.91825
C 3.01373 -4.83582 -5.51888
C 2.39581 -4.96105 -4.12106
C 3.26844 -4.39726 -3.09316
N 3.95716 -3.93263 -2.30242
H 3.98495 -2.91307 -5.24386
H 3.67870 -3.33186 -6.92710
H 2.35268 -2.79743 -5.89591
H 3.94429 -5.40598 -5.54646
H 2.33261 -5.30756 -6.22895
H 2.20789 -6.00468 -3.86327
H 1.44330 -4.42802 -4.07883
C 7.15240 -7.61003 0.28290
C 7.51994 -6.92710 -1.02771
C 6.32212 -6.24399 -1.69495
C 5.24958 -7.17788 -2.03913
N 4.40786 -7.90478 -2.32170
H 6.42177 -8.40383 0.12083
H 8.03174 -8.05559 0.74778
H 6.72390 -6.89694 0.98972
H 7.94920 -7.65479 -1.71926
H 8.28220 -6.16629 -0.85183
H 6.62566 -5.74813 -2.61845
H 5.89382 -5.47628 -1.04782
C -10.05745 0.63135 2.80086
C -10.36137 0.14052 1.39205
C -11.84853 0.23148 1.03060
C -12.68360 -0.58339 1.91413
N -13.33305 -1.21800 2.61453
H -10.57304 0.02387 3.54626
H -8.98997 0.58327 3.00557
H -10.37732 1.66759 2.93045
H -10.03219 -0.89438 1.27683
H -9.80547 0.73383 0.66248
H -12.02277 -0.10313 0.00666
H -12.19335 1.26528 1.10233
```